# 1
Here is a 4-piece molecular cluster, C7H20O4 overall from the OMol25 dataset. Energies are from wB97M-V/def2-TZVPD.

```
! wB97M-V def2-TZVPD RIJCOSX def2/J DEFGRID3
* xyz 0 1
C 0.92988 -1.71521 -2.08570
C -0.43963 -1.55880 -1.51315
C -1.10087 -0.41980 -1.63982
C -2.46347 -0.12423 -1.03081
C -2.31952 0.34231 0.40671
C -1.89336 1.85725 0.43252
C -0.49679 2.24654 0.92469
O 0.50387 1.69058 0.05561
H 0.82322 -1.80864 -3.17801
H 1.47019 -2.64367 -1.92099
H 1.68709 -0.92782 -2.13438
H -0.80150 -2.36768 -0.88713
H -0.65614 0.46944 -2.05462
H -2.98677 0.60663 -1.65360
H -3.11974 -0.98761 -1.20410
H -3.31639 0.40750 0.82341
H -1.68898 -0.26966 1.03676
H -2.53392 2.27186 1.20727
H -2.15910 2.30135 -0.52036
H -0.31415 3.30241 1.06610
H -0.45958 1.71659 1.87106
H 0.36952 0.75265 0.23548
O 3.25605 1.63362 0.30604
H 2.65563 0.89528 0.36415
H 2.97445 2.12429 -0.47526
O 1.93462 -3.17325 0.95562
H 1.20923 -3.80045 0.87099
H 1.60008 -2.49987 1.56023
O 0.68180 -0.44241 2.12679
H 0.99022 -0.52585 1.22332
H -0.27100 -0.43762 2.20813
*
```

## Properties
Gap between HOMO and LUMO: 9.89 eV
Electronic energy: -579.58647 hartree
E_HOMO: -9.456 eV
Maximum force: 0.0528 Eh/bohr
Energy above the lowest of the compared OMol25 structures with the same formula, charge and spin: 177.75 kJ/mol

---

# 2
Here is C7H21InN3O2S as an isolated structure from the OMol25 dataset. Energies are from wB97M-V/def2-TZVPD.

```
! wB97M-V def2-TZVPD RIJCOSX def2/J DEFGRID3
* xyz -1 1
N 2.77426 0.12297 1.00941
C 2.08315 1.41530 1.24291
In 0.11552 1.55893 0.29897
S -1.39361 -0.28144 1.19042
H 2.30239 -0.42009 0.29415
H 3.71071 0.27046 0.64769
H 2.67010 2.23906 0.82212
H 2.01256 1.57641 2.32259
H -0.68315 3.11236 0.54185
H 0.26297 1.13906 -1.38265
H -2.05353 0.36662 2.15687
C 3.26407 0.66227 -5.14442
C 2.54575 1.63808 -4.23166
O 2.70448 1.64056 -3.03215
N 1.67660 2.51963 -4.81787
C 1.34554 2.65869 -6.21193
H 3.89353 0.04221 -4.51320
H 2.55856 0.02872 -5.68354
H 3.88280 1.18032 -5.87903
H 1.20755 3.10811 -4.14594
H 1.57722 3.65822 -6.58965
H 0.28628 2.46585 -6.40027
H 1.91892 1.94470 -6.79759
C -2.97678 -3.37618 5.87156
C -2.13401 -2.92280 4.68354
O -0.92750 -3.08282 4.69615
N -2.79606 -2.35460 3.64773
C -4.22125 -2.14684 3.53578
H -2.29221 -3.80263 6.59873
H -3.51406 -2.54269 6.32665
H -3.71126 -4.12927 5.58174
H -2.26447 -2.02033 2.84904
H -4.63073 -2.66566 2.66590
H -4.45945 -1.08613 3.42772
H -4.73493 -2.51705 4.41841
*
```

## Properties
Gap between HOMO and LUMO: 6.71 eV
Electronic energy: -1182.39503 hartree
E_HOMO: -4.068 eV
Maximum force: 0.0092 Eh/bohr

---

# 3
Here is a 2-piece molecular cluster, C7H21N2OSi overall from the OMol25 dataset. Energies are from wB97M-V/def2-TZVPD.

```
! wB97M-V def2-TZVPD RIJCOSX def2/J DEFGRID3
* xyz 1 1
C -3.28669 -0.74526 -2.25591
C 1.54482 3.05634 0.13289
C -1.04522 2.30268 1.68239
C 3.31625 -1.82838 0.46904
C 1.79274 -1.96120 -0.01813
C -2.94958 -1.25068 -0.80278
C 0.60351 0.07116 0.55966
N 4.20920 -1.59444 -0.67719
N 1.09126 -0.71843 -0.32805
O -2.37290 -0.13036 0.03741
Si 0.01159 1.86852 0.19809
H -2.71647 -1.30894 -3.02661
H -4.34551 -1.00555 -2.40258
H -3.10078 0.33706 -2.33163
H 1.50285 3.80278 -0.68152
H 1.55277 3.53847 1.11654
H 2.56807 2.61492 -0.19983
H -2.00654 2.61056 1.42080
H -1.26633 1.40492 2.23024
H -0.78253 3.09715 2.38283
H 3.30505 -0.94731 1.15933
H 3.57673 -2.71372 0.83826
H 1.28371 -2.52342 0.78941
H 1.71504 -2.48055 -0.92636
H -2.23236 -2.09145 -0.68535
H -3.94576 -1.45996 -0.39997
H 0.40271 -0.38975 1.53098
H 5.10332 -1.99735 -0.52753
H 4.27301 -0.70975 -1.06849
H -3.07352 0.45390 0.04234
H 1.10965 -0.54642 -1.29836
H -0.60590 2.05249 -1.08022
*
```

## Properties
Gap between HOMO and LUMO: 8.24 eV
Electronic energy: -753.24080 hartree
E_HOMO: -12.763 eV
Maximum force: 0.1317 Eh/bohr
Energy above the lowest of the compared OMol25 structures with the same formula, charge and spin: 265.26 kJ/mol

---

# 4
Here is C7H22AgFO7 as an isolated structure from the OMol25 dataset. Energies are from wB97M-V/def2-TZVPD.

```
! wB97M-V def2-TZVPD RIJCOSX def2/J DEFGRID3
* xyz 0 1
Ag -0.71398 -0.05140 -0.47783
F 1.13221 -1.34866 -0.82969
C -3.48814 -1.20821 0.62131
O -2.42304 -0.46016 1.24622
H -4.02469 -0.59103 -0.10746
H -2.94957 -1.98612 0.08424
H -4.23194 -1.58555 1.32168
H -2.82215 0.23398 1.78462
C -0.88480 2.91660 1.35898
C 0.42212 2.82111 0.59391
O 0.28817 2.17734 -0.68076
O -1.10428 1.77088 2.18778
H -1.76839 3.00593 0.72946
H -0.84911 3.83110 1.96671
H 1.26137 2.32981 1.08770
H 0.82994 3.83437 0.45455
H 0.25548 2.84398 -1.37051
H -0.44747 1.75780 2.88943
C -1.04513 -0.80713 -3.75942
C -1.50893 -2.13500 -3.15694
O -1.17822 -2.20683 -1.79108
O -1.40810 0.31007 -2.93929
H -1.45644 -0.65287 -4.75912
H 0.04257 -0.82942 -3.81756
H -1.02693 -2.97488 -3.67202
H -2.58107 -2.26438 -3.32792
H -0.21004 -1.99479 -1.68065
H -2.36665 0.39438 -3.00172
C 4.00403 -1.23482 1.98722
C 3.12181 -0.09139 1.51733
O 1.74736 -0.44909 1.66839
O 3.90585 -1.42563 3.39997
H 5.06078 -1.01911 1.76487
H 3.78404 -2.15198 1.44542
H 3.31534 0.18032 0.47481
H 3.27622 0.78281 2.15819
H 1.49660 -0.88788 0.82840
H 4.54517 -0.83417 3.80080
*
```

## Properties
Gap between HOMO and LUMO: 9.14 eV
Electronic energy: -1053.34394 hartree
E_HOMO: -8.878 eV
Maximum force: 0.0277 Eh/bohr
Energy above the lowest of the compared OMol25 structures with the same formula, charge and spin: 5.96 kJ/mol

---

> Look up the maximum force of the third one.

0.1317 Eh/bohr

---

> Which of these has the highest electronic energy?

C7H20O4

---

Copy entry 4 word for word.
Here is C7H22AgFO7 as an isolated structure from the OMol25 dataset. Energies are from wB97M-V/def2-TZVPD.

```
! wB97M-V def2-TZVPD RIJCOSX def2/J DEFGRID3
* xyz 0 1
Ag -0.71398 -0.05140 -0.47783
F 1.13221 -1.34866 -0.82969
C -3.48814 -1.20821 0.62131
O -2.42304 -0.46016 1.24622
H -4.02469 -0.59103 -0.10746
H -2.94957 -1.98612 0.08424
H -4.23194 -1.58555 1.32168
H -2.82215 0.23398 1.78462
C -0.88480 2.91660 1.35898
C 0.42212 2.82111 0.59391
O 0.28817 2.17734 -0.68076
O -1.10428 1.77088 2.18778
H -1.76839 3.00593 0.72946
H -0.84911 3.83110 1.96671
H 1.26137 2.32981 1.08770
H 0.82994 3.83437 0.45455
H 0.25548 2.84398 -1.37051
H -0.44747 1.75780 2.88943
C -1.04513 -0.80713 -3.75942
C -1.50893 -2.13500 -3.15694
O -1.17822 -2.20683 -1.79108
O -1.40810 0.31007 -2.93929
H -1.45644 -0.65287 -4.75912
H 0.04257 -0.82942 -3.81756
H -1.02693 -2.97488 -3.67202
H -2.58107 -2.26438 -3.32792
H -0.21004 -1.99479 -1.68065
H -2.36665 0.39438 -3.00172
C 4.00403 -1.23482 1.98722
C 3.12181 -0.09139 1.51733
O 1.74736 -0.44909 1.66839
O 3.90585 -1.42563 3.39997
H 5.06078 -1.01911 1.76487
H 3.78404 -2.15198 1.44542
H 3.31534 0.18032 0.47481
H 3.27622 0.78281 2.15819
H 1.49660 -0.88788 0.82840
H 4.54517 -0.83417 3.80080
*
```

## Properties
Gap between HOMO and LUMO: 9.14 eV
Electronic energy: -1053.34394 hartree
E_HOMO: -8.878 eV
Maximum force: 0.0277 Eh/bohr
Energy above the lowest of the compared OMol25 structures with the same formula, charge and spin: 5.96 kJ/mol

---

> Which formula does entry 2 have?

C7H21InN3O2S